Entry from the Open Molecules 2025 dataset: a gas-phase ion, C19H29IN6O4PS2 (charge +1) (the ωB97M-V functional and the def2-TZVPD basis).

Last column: Löwdin charge in e.
Geometry (Å):
C 4.88 0.95 1.34  -0.054
C 4.58 0.94 -0.20  -0.187
C 5.71 0.85 -1.10  -0.019
C 5.44 0.89 -2.54  -0.054
C 4.07 0.99 -2.98  -0.072
C 2.92 1.08 -2.09  -0.056
C 3.18 1.06 -0.66  -0.145
C 2.11 1.19 0.46  -0.085
N 0.72 1.28 -0.05  0.062
C 0.29 2.65 -0.46  -0.082
O 0.03 2.71 -1.89  -0.126
O -1.16 3.41 -1.99  -0.016
C -0.07 0.24 -0.15  -0.245
N -1.39 0.49 -0.63  -0.056
C -2.36 0.91 0.39  -0.205
C -3.75 1.42 -0.24  -0.432
S -4.42 2.79 0.77  0.973
C -5.79 2.01 1.67  -0.609
N -5.89 0.77 2.14  0.023
N -7.12 0.66 2.72  0.037
C -7.71 1.86 2.59  -0.121
O -6.90 2.77 1.94  0.018
C -1.89 -0.44 -1.65  -0.164
C -2.45 -1.81 -1.15  -0.780
O -2.94 -2.07 -0.10  0.022
I -2.40 -3.45 -2.62  0.853
N 0.52 -1.01 0.22  -0.155
C -0.16 -1.73 1.32  -0.182
C -0.37 -3.27 1.19  -0.271
C 0.95 -4.14 1.54  -0.550
S 0.74 -4.95 3.19  0.675
P 1.15 -1.95 -1.11  0.755
N 2.58 -2.52 -0.72  -0.252
H 4.76 -0.10 1.75  0.098
H 5.93 1.26 1.55  0.086
H 4.19 1.61 1.91  0.068
H 6.72 0.79 -0.65  0.116
H 6.32 0.84 -3.23  0.111
H 3.90 1.03 -4.09  0.107
H 1.87 1.19 -2.46  0.084
H 2.31 2.17 0.97  0.139
H 2.23 0.42 1.27  0.140
H -0.60 3.02 0.10  0.139
H 1.11 3.40 -0.29  0.164
H -1.86 2.79 -2.26  0.100
H -2.01 1.78 1.02  0.101
H -2.66 0.13 1.14  0.117
H -3.65 1.67 -1.33  0.073
H -4.46 0.56 -0.12  0.089
H -8.73 2.09 2.95  0.145
H -1.03 -0.67 -2.34  0.099
H -2.67 0.01 -2.32  0.145
H -1.17 -1.28 1.56  0.110
H 0.45 -1.56 2.26  0.141
H -0.86 -3.61 0.24  0.059
H -1.10 -3.56 2.00  0.092
H 1.20 -4.86 0.72  0.080
H 1.77 -3.39 1.66  0.040
H -0.06 -4.05 3.87  -0.129
H 0.36 -3.07 -1.48  -0.021
H 1.36 -1.06 -2.21  0.031
H 3.29 -2.13 -1.35  -0.024

The value obtained for the LUMO energy is -4.342 eV. Its highest occupied orbital energy is -11.158 eV. The spin multiplicity is 1. As for the SMILES: Cc1ccccc1CN(COO)/C(N(CCSc1nnco1)CC(=O)I)=[N+](\CCCS)[PH2]=N. The value obtained for the frontier orbital gap is 6.816 eV. Its charge is +1.


Entry from the Open Molecules 2025 dataset: a molecular structure, C19H29N2OSm (the ωB97M-V functional and the def2-TZVPD basis).

Last column: Löwdin charge in e.
Geometry (Å):
C 0.37 -3.28 -0.12  -0.126
H 0.24 -4.20 0.46  0.106
H -0.32 -3.32 -0.97  0.083
H 0.08 -2.44 0.51  -0.024
C 1.82 -3.14 -0.60  -0.317
H 1.94 -2.19 -1.15  0.077
H 2.49 -3.07 0.27  0.113
C 2.26 -4.30 -1.49  -0.088
H 3.30 -4.19 -1.82  0.087
H 2.19 -5.26 -0.95  0.091
H 1.63 -4.37 -2.38  0.083
C -0.59 1.95 -0.48  -0.439
C 0.28 1.61 -1.59  -0.327
C -0.32 0.52 -2.23  -0.324
C -1.62 0.28 -1.63  -0.319
C -1.83 1.21 -0.61  -0.318
C -3.08 1.44 0.17  0.022
C -2.59 -0.75 -2.12  0.013
C 0.20 -0.22 -3.42  0.012
C 1.54 2.31 -1.96  0.022
C -0.41 3.15 0.40  -0.005
Sm 0.00 0.00 0.00  1.871
H -3.37 -0.95 -1.39  0.090
H -3.08 -0.42 -3.04  0.121
H -2.10 -1.69 -2.35  0.084
H -3.70 0.55 0.22  0.090
H -2.86 1.73 1.20  0.091
H -3.67 2.25 -0.27  0.124
H 0.64 3.33 0.62  0.084
H -0.81 4.04 -0.09  0.122
H -0.93 3.03 1.35  0.088
H 2.22 1.67 -2.53  0.090
H 1.33 3.19 -2.58  0.124
H 2.09 2.66 -1.09  0.092
H 0.03 -1.30 -3.33  0.087
H -0.28 0.11 -4.34  0.120
H 1.28 -0.08 -3.54  0.090
N 1.75 2.76 6.31  0.184
C 1.55 2.62 4.97  -0.485
O 1.71 3.60 4.26  0.068
C 1.13 1.32 4.35  -0.061
C 0.94 0.15 5.10  0.048
C 0.53 -1.02 4.46  -0.002
C 0.31 -1.02 3.09  -0.106
N 0.49 0.11 2.36  -0.119
C 0.90 1.27 2.96  -0.025
H 2.03 3.67 6.70  0.148
H 1.62 1.99 6.98  0.112
H 1.10 0.11 6.16  0.125
H 0.39 -1.93 5.04  0.130
H -0.03 -1.93 2.62  0.099
H 1.04 2.14 2.36  0.096

The expectation value of S² is 8.78. The value obtained for the LUMO energy (spin up / spin down) is -7.534 / -7.143 eV. Its highest occupied orbital energy (spin up / spin down) is -15.351 / -15.351 eV. The spin multiplicity is 6. The value obtained for the frontier orbital gap (spin up / spin down) is 7.816 / 8.208 eV. Its charge is +2.


Entry from the Open Molecules 2025 dataset: a molecular structure, C19H29N2OYb (the ωB97M-V functional and the def2-TZVPD basis).

Last column: Löwdin charge in e.
Geometry (Å):
C 2.37 3.35 -0.56  -0.104
H 2.38 3.75 0.45  0.083
H 2.76 4.14 -1.20  0.086
H 3.07 2.51 -0.57  0.067
C 0.95 3.05 -0.98  -0.346
H 0.90 2.09 -1.54  0.044
H 0.36 2.97 -0.06  0.069
C 0.38 4.18 -1.82  -0.101
H -0.72 4.14 -1.87  0.079
H 0.68 5.14 -1.37  0.091
H 0.76 4.14 -2.85  0.084
C -0.66 -2.60 -1.87  -0.321
C -1.07 -1.48 -2.64  -0.322
C 0.06 -0.65 -2.85  -0.309
C 1.16 -1.22 -2.18  -0.317
C 0.72 -2.43 -1.57  -0.323
C 1.51 -3.19 -0.59  0.001
C 2.54 -0.69 -2.16  0.007
C 0.11 0.61 -3.65  0.002
C -2.47 -1.02 -2.76  -0.005
C -1.58 -3.46 -1.10  -0.005
Yb -0.45 -0.78 -0.62  1.834
H 3.06 -0.96 -1.24  0.086
H 3.12 -1.10 -3.00  0.128
H 2.57 0.40 -2.26  0.080
H 2.50 -2.75 -0.45  0.089
H 1.04 -3.25 0.40  0.083
H 1.68 -4.23 -0.91  0.125
H -2.50 -2.92 -0.82  0.094
H -1.92 -4.30 -1.71  0.126
H -1.11 -3.90 -0.21  0.092
H -2.54 -0.12 -3.38  0.098
H -3.07 -1.80 -3.23  0.124
H -2.95 -0.82 -1.77  0.096
H 0.84 1.32 -3.24  0.062
H 0.46 0.39 -4.67  0.125
H -0.86 1.10 -3.74  0.092
N -1.55 -0.66 6.75  0.188
C -1.23 0.46 6.02  -0.452
O -1.22 1.58 6.52  0.096
C -0.94 0.26 4.54  -0.067
C -0.98 -0.98 3.91  0.016
C -0.75 -1.11 2.53  -0.130
N -0.51 -0.03 1.73  -0.115
C -0.42 1.20 2.34  -0.073
C -0.62 1.36 3.72  0.052
H -1.69 -0.52 7.74  0.131
H -1.46 -1.61 6.43  0.093
H -1.20 -1.88 4.47  0.119
H -0.77 -2.12 2.08  0.104
H -0.19 2.07 1.70  0.101
H -0.55 2.37 4.14  0.141

The expectation value of S² is 0.75. The value obtained for the LUMO energy (spin up / spin down) is -7.409 / -8.274 eV. Its highest occupied orbital energy (spin up / spin down) is -15.336 / -15.336 eV. The spin multiplicity is 2. The value obtained for the frontier orbital gap (spin up / spin down) is 7.927 / 7.062 eV. Its charge is +2.


Entry from the Open Molecules 2025 dataset: a single C19H29N3O6 molecule (the ωB97M-V functional and the def2-TZVPD basis).

Last column: Löwdin charge in e.
Geometry (Å):
C -6.80 -2.28 -1.02  -0.100
O -5.58 -2.47 -0.34  -0.182
C -5.64 -2.32 1.05  -0.217
C -5.89 -0.88 1.52  -0.141
N -4.92 0.04 0.97  0.100
C -5.20 0.79 -0.10  -0.514
O -6.29 0.95 -0.60  0.068
N -4.10 1.51 -0.64  0.189
C -2.80 1.48 -0.26  -0.408
O -2.35 0.83 0.66  0.103
C -1.91 2.40 -1.10  -0.072
O -0.57 2.30 -0.68  0.015
C 0.05 1.14 -1.00  -0.432
O -0.45 0.32 -1.73  0.144
C 1.41 1.03 -0.35  -0.329
C 1.20 0.90 1.17  -0.068
C 2.56 0.76 1.85  -0.274
C 3.41 2.00 1.56  -0.109
C 3.61 2.13 0.05  -0.275
C 4.33 0.89 -0.48  -0.072
C 3.49 -0.35 -0.19  -0.412
N 4.14 -1.54 -0.71  0.124
C 5.37 -1.99 -0.35  -0.537
C 5.78 -3.26 -1.06  -0.001
O 6.07 -1.43 0.47  0.054
C 3.28 -0.48 1.33  -0.071
C 2.13 -0.21 -0.87  -0.046
C 2.26 2.28 -0.64  -0.071
H -7.60 -2.87 -0.56  0.090
H -6.64 -2.62 -2.04  0.091
H -7.10 -1.23 -1.04  0.070
H -6.42 -2.97 1.47  0.122
H -4.66 -2.65 1.41  0.125
H -5.85 -0.84 2.61  0.124
H -6.88 -0.54 1.19  0.119
H -3.94 -0.08 1.22  0.122
H -4.37 2.07 -1.43  0.158
H -2.00 2.12 -2.16  0.141
H -2.20 3.45 -0.96  0.145
H 0.68 1.78 1.54  0.132
H 0.58 0.03 1.38  0.136
H 2.41 0.66 2.93  0.144
H 4.38 1.91 2.06  0.125
H 2.91 2.89 1.95  0.122
H 4.22 3.02 -0.16  0.144
H 5.30 0.78 0.01  0.120
H 4.49 0.98 -1.55  0.131
H 3.62 -2.08 -1.39  0.140
H 6.77 -3.55 -0.73  0.081
H 5.79 -3.10 -2.14  0.080
H 5.07 -4.06 -0.84  0.080
H 4.25 -0.59 1.81  0.120
H 2.69 -1.38 1.54  0.132
H 1.51 -1.09 -0.68  0.139
H 2.26 -0.13 -1.96  0.140
H 1.74 3.16 -0.27  0.128
H 2.39 2.39 -1.72  0.135

The value obtained for the LUMO energy is 0.528 eV. Its highest occupied orbital energy is -9.483 eV. The spin multiplicity is 1. As for the SMILES: COCCNC(=O)NC(=O)COC(=O)[C@@]12C[C@@H]3C[C@@H](C[C@@](NC(C)=O)(C3)C1)C2. The value obtained for the frontier orbital gap is 10.011 eV.


ΔE to the lowest compared entry with this formula, charge and spin (computed, eV): 0.000 1.623 0.059 0.034
Max |F| (computed, hartree/bohr): 0.088 0.229 0.131 0.012